No. 1
The following is a quantum chemistry calculation of a structure of composition C3H2O2Rh at a distorted geometry, from OMol25.

XYZ file:
```
8
Properties=species:S:1:pos:R:3
Rh 1.24 1.18 0.88
O -2.95 0.58 0.47
O 1.78 -0.38 0.01
C -1.81 0.21 0.56
C -0.52 0.23 0.31
C 0.46 -0.77 -0.22
H 0.11 -0.44 -1.31
H 0.26 -1.79 0.17
```

Summary:
- gap between HOMO and LUMO (spin up / spin down) (Ha) = 0.3154 / 0.2957
- lowest unoccupied orbital energy (spin up / spin down) (eV) = -5.7 / -7.7
- E (a.u.) = -376.01184
- charge = +1
- spin multiplicity = 5
- ΔE to the lowest compared entry with this formula, charge and spin (kJ/mol) = 0.00
- E_HOMO (spin up / spin down) (eV) = -14.255 / -15.708

No. 2
The following is a quantum chemistry calculation of a structure of composition C30H46ClCoN6O4SSi4Te at a distorted geometry, from OMol25.

XYZ file:
```
94
Properties=species:S:1:pos:R:3
Te 1.98 -0.12 0.93
Co -2.90 -2.13 -0.38
Cl -3.21 3.29 1.59
S -1.42 -2.23 -2.10
Si 3.57 1.64 0.69
Si 5.46 0.35 0.98
Si 3.24 2.39 -1.55
Si 3.07 3.04 2.45
O -0.06 -1.58 2.44
O -1.53 -2.64 1.12
O -1.10 2.42 3.73
O -0.35 0.35 4.03
N -0.43 -4.67 -2.53
N -3.29 -3.87 -0.84
N -2.46 -0.22 0.22
N -2.97 1.00 0.23
N -2.35 -4.66 -1.39
N -4.59 -2.33 0.58
C 0.22 -3.30 -4.57
C -1.40 -3.94 -1.96
C 5.34 -0.67 2.62
C -1.07 1.25 3.37
C -3.32 2.69 -1.55
C -4.44 -4.46 -0.41
C -5.31 1.24 -2.68
C 1.55 3.24 -1.44
C -4.77 -5.89 -0.69
C -6.92 -2.96 1.95
C -6.36 -3.91 1.15
C -6.30 -1.72 2.18
C 2.74 2.35 4.20
C -1.68 -0.33 1.36
C 1.49 4.03 1.95
C -1.07 -1.65 1.70
C 2.89 0.82 -2.48
C -2.53 1.77 1.32
C -4.01 3.22 -2.66
C 0.65 -4.10 -3.24
C -1.67 0.89 2.07
C -3.69 1.45 -0.95
C 4.62 4.11 2.49
C 6.82 1.68 1.00
C -5.16 -3.60 0.49
C 5.86 -0.93 -0.41
C 4.64 3.43 -2.27
C -5.13 2.59 -3.12
C -5.09 -1.46 1.49
C -4.65 0.67 -1.65
H 5.34 -1.73 2.36
H 4.30 4.31 -2.88
H 1.16 3.52 -2.44
H 2.38 1.31 4.08
H -0.49 -5.70 -2.64
H 0.52 -2.26 -4.48
H 3.63 2.36 4.81
H 1.23 -3.45 -2.61
H 5.37 2.87 -2.87
H -5.02 -0.25 -1.25
H -5.70 3.11 -3.87
H -6.10 0.63 -3.22
H -4.07 -6.24 -1.47
H -6.90 -4.84 0.95
H -3.55 4.09 -3.06
H 0.74 -3.81 -5.35
H 5.18 3.87 -1.46
H -4.53 -0.56 1.70
H 0.76 2.61 -0.94
H 5.93 -0.43 -1.42
H -2.59 3.33 -1.02
H 5.21 -1.82 -0.44
H 5.07 4.31 1.51
H 1.30 -4.88 -3.68
H 5.48 3.73 3.04
H -0.25 -0.54 3.48
H 4.36 -0.45 3.14
H 7.73 1.39 0.47
H 7.13 1.92 2.03
H 1.87 0.36 -2.33
H 0.64 3.58 2.51
H 1.43 4.05 0.87
H -5.83 -6.05 -1.05
H 1.91 2.97 4.61
H 6.42 2.62 0.60
H 3.64 0.10 -2.09
H 6.91 -1.20 -0.20
H 1.53 5.09 2.23
H -7.80 -3.22 2.52
H -6.70 -1.03 2.90
H 3.00 0.97 -3.52
H -4.61 -6.52 0.20
H 4.22 4.99 2.95
H 6.09 -0.42 3.37
H 1.58 4.12 -0.79
H -0.83 -3.39 -4.72
```

Summary:
- gap between HOMO and LUMO (spin up / spin down) (Ha) = 0.1559 / 0.0866
- lowest unoccupied orbital energy (spin up / spin down) (eV) = 0.0 / -3.7
- E (a.u.) = -5467.35965
- spin multiplicity = 5
- ΔE to the lowest compared entry with this formula, charge and spin (kJ/mol) = 370.29
- E_HOMO (spin up / spin down) (eV) = -4.276 / -6.054

No. 3
The following is a quantum chemistry calculation of an isolated molecule of C6H6O2 at a distorted geometry, from OMol25.

XYZ file:
```
14
Properties=species:S:1:pos:R:3
O 2.16 -1.22 -0.24
O -1.43 -2.12 0.08
C -0.08 -0.33 -1.29
C -0.35 0.94 -0.76
C 1.19 -0.56 -0.25
C -0.98 -0.97 -0.23
C -0.82 0.29 0.59
C 0.61 0.00 1.11
H 0.23 -0.79 -2.13
H -1.21 1.87 -1.01
H 0.50 1.65 -0.50
H -1.64 1.01 1.10
H 1.11 0.76 1.41
H 0.72 -0.53 2.12
```

Summary:
- gap between HOMO and LUMO (Ha) = 0.3506
- lowest unoccupied orbital energy (eV) = -0.1
- E (a.u.) = -382.53402
- ΔE to the lowest compared entry with this formula, charge and spin (kJ/mol) = 398.35
- E_HOMO (eV) = -9.643

No. 4
The following is a quantum chemistry calculation of an isolated molecule of CCl2F2 at a distorted geometry, from OMol25.

XYZ file:
```
5
Properties=species:S:1:pos:R:3
Cl 0.57 -0.22 1.71
Cl 1.22 -0.72 -1.18
F -0.04 1.40 -0.29
F -1.03 -0.60 -0.03
C 0.14 -0.16 0.08
```

Summary:
- gap between HOMO and LUMO (Ha) = 0.4669
- lowest unoccupied orbital energy (eV) = 0.5
- E (a.u.) = -1158.18520
- ΔE to the lowest compared entry with this formula, charge and spin (kJ/mol) = 89.51
- E_HOMO (eV) = -12.190

No. 5
The following is a quantum chemistry calculation of a structure of composition C6H9N at a distorted geometry, from OMol25.

XYZ file:
```
16
Properties=species:S:1:pos:R:3
N 0.79 -0.75 -0.96
C 0.47 0.70 -1.10
C -0.67 -0.04 0.62
C 1.21 0.24 0.07
C -0.51 -1.36 -0.26
C -0.77 1.03 -0.48
C 0.59 0.00 1.31
H 1.05 -0.91 1.71
H -1.61 0.80 -1.29
H 0.55 0.71 2.28
H -0.37 -2.41 0.27
H -0.87 2.10 -0.29
H 0.70 1.09 -2.19
H 2.31 0.49 0.14
H -1.61 -0.25 1.20
H -1.27 -1.44 -1.03
```

Summary:
- gap between HOMO and LUMO (Ha) = 0.3738
- lowest unoccupied orbital energy (eV) = 1.0
- E (a.u.) = -288.63278
- ΔE to the lowest compared entry with this formula, charge and spin (kJ/mol) = 391.88
- E_HOMO (eV) = -9.174

No. 6
The following is a quantum chemistry calculation of a cluster of 2 separate species, C4H2F3NO2S2 in total at a distorted geometry, from OMol25.

XYZ file:
```
14
Properties=species:S:1:pos:R:3
S -1.92 1.08 -0.37
S 2.04 0.83 -1.70
F -2.39 -0.59 1.93
F -1.30 -1.43 0.25
F -3.43 -1.20 0.14
O -2.30 0.73 -1.74
O -2.74 2.06 0.24
N 1.19 0.17 0.63
C 2.46 -0.35 0.62
C 0.93 0.63 -0.52
C -2.35 -0.65 0.59
C 3.09 -0.11 -0.56
H 3.99 -0.32 -1.03
H 2.74 -0.85 1.51
```

Summary:
- gap between HOMO and LUMO (spin up / spin down) (Ha) = 0.3147 / 0.2529
- lowest unoccupied orbital energy (spin up / spin down) (eV) = -1.5 / -2.8
- E (a.u.) = -1454.66033
- ΔE to the lowest compared entry with this formula, charge and spin (kJ/mol) = 178.02
- E_HOMO (spin up / spin down) (eV) = -10.075 / -9.659

No. 7
The following is a quantum chemistry calculation of an isolated molecule of C7H10, from OMol25.

XYZ file:
```
17
Properties=species:S:1:pos:R:3
C -1.50 0.44 -0.47
C -0.62 1.52 0.16
C 1.59 -1.23 -0.13
C -1.04 -0.90 0.07
C 0.39 -0.31 0.02
C -0.14 0.74 -1.03
C 0.36 0.81 1.08
H -0.94 2.56 0.18
H 0.05 0.55 2.10
H 1.82 -1.42 -1.19
H -2.46 0.70 -0.90
H 1.39 -2.20 0.34
H 2.49 -0.81 0.33
H 0.19 1.04 -2.02
H -1.18 -1.69 -0.67
H -1.41 -1.24 1.05
H 1.32 1.35 1.11
```

Summary:
- gap between HOMO and LUMO (Ha) = 0.3821
- lowest unoccupied orbital energy (eV) = 1.1
- E (a.u.) = -272.63259
- ΔE to the lowest compared entry with this formula, charge and spin (kJ/mol) = 224.24
- E_HOMO (eV) = -9.309

No. 8
The following is a quantum chemistry calculation of a cluster of 8 separate species, C17H11Cl30FNO3S in total at a distorted geometry, from OMol25.

XYZ file:
```
64
Properties=species:S:1:pos:R:3
Cl 5.28 -3.73 -0.99
Cl -1.27 7.55 2.33
Cl -8.11 1.11 -7.02
Cl 0.46 2.35 7.02
Cl 8.18 -3.92 -0.94
Cl -4.11 6.99 2.03
Cl -4.42 1.20 -3.16
Cl 6.77 -3.87 -3.49
Cl 4.53 -6.78 -5.90
Cl 8.35 2.20 2.07
Cl 6.98 2.07 -0.49
Cl 2.43 3.31 5.11
Cl 0.15 2.69 -0.09
Cl -2.23 4.81 2.47
Cl -6.36 0.20 -4.88
Cl -4.55 0.71 4.35
Cl 7.19 -0.31 1.17
Cl -4.91 3.29 3.04
Cl -2.58 1.66 2.44
Cl 2.20 -5.16 -5.30
Cl -2.82 2.94 5.04
Cl 4.29 -5.50 -3.30
Cl 2.19 4.59 7.71
Cl -5.52 -0.06 -7.65
Cl -2.82 6.67 4.63
Cl 0.10 4.93 5.71
Cl -7.67 -1.73 -6.62
Cl 5.46 1.88 1.99
Cl 2.56 -7.74 -3.99
Cl 6.90 -1.47 -1.84
S 2.43 0.13 0.68
F -2.16 -3.31 -1.83
O -2.04 2.68 -2.90
O 2.76 0.14 2.20
O 3.09 1.27 -0.13
N -0.40 1.05 0.08
C 0.58 -0.05 0.43
C -1.91 0.83 -0.14
C 3.20 -1.48 0.01
C -1.64 -1.91 0.45
C -3.11 -3.75 -0.74
C 6.78 -3.25 -1.82
C -3.72 2.15 3.72
C -2.33 -3.38 0.68
C 6.99 1.46 1.19
C -2.61 6.51 2.87
C -3.02 2.06 -2.22
C -2.61 -0.65 0.03
C -2.95 2.06 -0.57
C -0.03 -1.59 0.63
C 3.39 -6.30 -4.62
C 1.29 3.79 6.39
C -6.91 -0.12 -6.54
H 2.46 -1.83 -0.85
H 0.67 -2.49 0.93
H 3.36 -2.29 0.85
H -2.66 3.10 -0.10
H -4.02 1.79 -0.13
H -3.13 -3.26 1.55
H -4.06 -3.08 -0.86
H -1.54 -4.23 0.92
H -3.76 -0.83 -0.15
H 4.23 -1.23 -0.54
H -3.31 -4.90 -0.87
```

Summary:
- gap between HOMO and LUMO (Ha) = 0.2617
- lowest unoccupied orbital energy (eV) = -5.5
- E (a.u.) = -15237.82961
- charge = +1
- E_HOMO (eV) = -12.604

Repeat the fourth record exactly.
The following is a quantum chemistry calculation of an isolated molecule of CCl2F2 at a distorted geometry, from OMol25.

XYZ file:
```
5
Properties=species:S:1:pos:R:3
Cl 0.57 -0.22 1.71
Cl 1.22 -0.72 -1.18
F -0.04 1.40 -0.29
F -1.03 -0.60 -0.03
C 0.14 -0.16 0.08
```

Summary:
- gap between HOMO and LUMO (Ha) = 0.4669
- lowest unoccupied orbital energy (eV) = 0.5
- E (a.u.) = -1158.18520
- ΔE to the lowest compared entry with this formula, charge and spin (kJ/mol) = 89.51
- E_HOMO (eV) = -12.190